This record from the OMol25 dataset describes a structure of composition C33H39Cl3N3O4RbSeSi. The level of theory is the ωB97M-V functional and the def2-TZVPD basis.

ORCA input file:
```
! wB97M-V def2-TZVPD RIJCOSX def2/J DEFGRID3
* xyz -2 1
H -3.2590 -1.7600 4.9638
C 1.3757 3.7828 -3.7456
C 1.1421 2.3126 -1.7551
H -1.4446 -2.4277 -3.9588
C 0.5513 -0.9580 -2.9265
C -1.7796 5.9939 -4.0454
H -1.9609 -0.1760 -0.5905
H 2.4084 4.0587 -3.5258
C -2.1710 3.6602 -3.4657
N -2.4676 -2.0247 1.9085
H -0.0941 -0.1750 -2.5233
H -3.0844 -4.0549 1.9071
H 2.6479 -4.1628 -0.4101
C 4.7986 -1.7287 0.5362
C 0.4161 5.0497 5.0708
C -2.5304 -1.4729 3.1263
H -1.9023 3.2211 -1.3834
Se -2.5985 1.8756 -3.9634
C 2.5250 3.3583 5.6134
H 1.5837 -0.7441 -2.6310
H 2.0482 -3.2387 -2.8508
H -1.7478 -3.5200 -2.6025
O -1.8669 -0.4957 3.4724
C 1.2519 5.3278 6.1309
O -2.7076 0.4565 -0.6796
H 0.0459 2.0724 -3.5041
C 3.9152 -0.6591 0.5768
H 1.7377 1.6353 -3.6080
H 0.4097 -3.2481 2.1583
C -1.4720 6.3044 -2.7248
C 0.0176 -4.1053 1.6196
C 1.6755 3.1010 4.5592
H -2.0039 -1.7818 -2.4177
Cl -0.9122 6.1387 4.7560
H -1.2789 5.5042 -0.7388
H -1.7621 -1.6390 1.2440
C 4.3369 -2.9877 0.1718
H -1.1994 7.3137 -2.4409
H -3.1576 -3.1995 0.3714
C -0.2965 -5.2579 2.3240
H 1.2294 3.7929 -4.8255
C -1.8661 3.9975 -2.1391
H 1.8990 -0.0070 0.2842
H -0.1417 -5.2955 3.3964
C 0.1034 -2.3435 -2.4408
H 5.8415 -1.5849 0.7948
H -2.6496 0.8349 -1.5753
Si 0.2491 -2.3059 -0.5403
H -1.0578 -7.2670 2.2002
N -3.4417 -2.0512 4.0174
C 0.5511 3.9190 4.1944
C 1.0537 2.3894 -3.2102
H 4.2589 0.3259 0.8694
C -1.5200 5.2909 -1.7741
C -1.0031 -6.2975 0.2838
H 0.7376 -4.4180 -2.7948
C 2.3110 4.4773 6.4012
C -0.1693 -4.0083 0.2343
H 0.8980 -3.3436 -4.1898
H -2.3522 4.4674 -5.4405
H -1.4043 -7.1518 -0.2501
C 0.9957 -3.4001 -3.0975
N 1.2301 2.2344 -0.6120
C -3.3199 -3.0880 1.4418
C 2.9976 -3.1684 -0.1474
H 1.0761 6.2028 6.7417
Cl 3.3851 4.8184 7.7486
C 2.0899 -2.1060 -0.1191
C -2.1197 4.6987 -4.4077
H -4.3773 -2.8610 1.6040
H -3.6094 -3.0390 3.9111
Cl 1.9734 1.6800 3.5903
Rb -0.8680 1.4911 1.5024
H 3.3478 2.6869 5.8181
H 0.4854 -0.9008 -4.0203
C 2.5779 -0.8510 0.2507
C -0.6851 -5.1335 -0.4102
H -1.7489 6.7691 -4.8046
H -0.8526 -5.1125 -1.4797
C -0.8105 -6.3631 1.6552
C -1.3563 -2.5354 -2.8705
H 0.7041 4.5239 -3.3120
O -0.6345 -1.1661 0.1218
H 5.0198 -3.8299 0.1463
O -0.2180 3.6787 3.2343
*
```

Values from the calculation:
- frontier orbital gap (eV) = 5.6
- energy (eV) = -158969.01045

Atomic partial charges in e from the Mulliken method, atoms 1 to 8:
1 H 0.301
2 C -1.405
3 C 0.181
4 H 0.483
5 C -1.856
6 C -0.380
7 H 0.446
8 H 0.400



This record from the OMol25 dataset describes a structure of composition C3H5O4Yb at a distorted geometry. The level of theory is the ωB97M-V functional and the def2-TZVPD basis.

ORCA input file:
```
! wB97M-V def2-TZVPD RIJCOSX def2/J DEFGRID3
* xyz 1 3
O -1.5451 1.8729 -0.1617
H -0.0524 -2.2030 -1.0327
O -0.0324 0.1894 -0.4565
H -1.2898 -1.3388 -1.9981
C -1.1250 0.7673 0.0058
Yb 1.7811 0.0784 1.2063
H 1.0588 -2.3583 2.5766
C -1.7590 -1.5814 0.1821
H -2.6016 -1.9142 0.8020
C -0.9136 -1.5353 -0.9936
O -1.8145 -0.2274 0.6298
O 0.8053 -1.9076 1.7686
H -0.7984 -2.4423 1.0717
*
```

Values from the calculation:
- frontier orbital gap (spin up / spin down) (eV) = 6.1 / 5.9
- energy (eV) = -42897.65826

Atomic partial charges in e from the Mulliken method, atoms 1 to 8:
1 O -0.457
2 H 0.245
3 O -0.335
4 H 0.268
5 C 0.830
6 Yb 0.796
7 H 0.194
8 C -0.200



This record from the OMol25 dataset describes a structure of composition C29H30CoNO3 at a distorted geometry. The level of theory is the ωB97M-V functional and the def2-TZVPD basis.

ORCA input file:
```
! wB97M-V def2-TZVPD RIJCOSX def2/J DEFGRID3
* xyz -1 4
H -1.2072 3.8272 -2.4609
O 1.5487 -1.9547 2.7148
H 1.2349 1.5485 2.4098
H 1.5320 2.8197 -1.2595
H -2.2984 -0.9987 2.6709
N -1.8596 1.6668 -3.2610
C -1.7332 4.9941 -0.7063
H 1.9358 -4.0428 3.8853
H 3.5633 -0.2803 2.0475
H -0.9580 -4.2507 0.7265
C 0.0978 0.6437 -2.1045
H -2.4894 5.9350 1.0917
H 3.1017 2.3928 -1.9889
H 3.8901 -2.4364 0.4435
H 0.0278 -0.3557 3.8616
C -1.5451 -0.3205 2.2726
H -2.5668 0.7164 -1.5103
H -4.1457 4.1166 1.5559
C -0.5542 1.3650 1.0307
O 0.3015 -2.1373 0.8122
C -1.8274 3.8847 -1.5635
H -1.5017 -6.6228 1.3680
C 2.6992 -1.2775 -1.0366
C -1.6867 0.4743 1.1045
H -1.0121 5.7857 -0.9340
C 0.3373 1.0009 2.1182
H 2.6771 -1.9175 -1.9186
C -2.7773 1.5984 -2.1284
Co 0.5866 -0.2803 0.3575
H 1.4447 -6.4076 4.5386
H -2.5476 0.4912 0.4406
C -3.4863 4.0597 0.6870
C 2.1698 0.0555 -1.0101
C 0.8340 -2.5961 1.9221
C -0.7414 -6.0689 1.9193
H -0.3036 1.2484 -1.2788
C -0.0626 -6.6715 2.9876
H -0.2857 -7.6983 3.2690
C 1.6451 0.8147 -2.1854
C -2.5584 5.0767 0.4204
H 1.7127 2.8038 -3.0288
C 3.1740 -0.4086 1.0433
C -0.3173 -0.0003 2.8930
H 2.4078 1.6734 0.5540
H -0.1770 -0.4181 -1.9055
C 3.3223 -1.5360 0.2100
C 1.1989 -4.6343 3.3426
H 3.3816 0.2903 -3.3589
H -3.7925 1.4787 -2.5226
C -3.5731 2.9585 -0.1657
O -0.0836 0.9549 -4.4438
C 2.0106 2.2997 -2.0992
H 1.9993 -0.8129 -3.6082
C 0.9095 -5.9530 3.7014
C -2.7183 2.8450 -1.2721
H -4.2901 2.1520 0.0183
C 2.2852 0.2346 -3.4581
H 1.9599 0.8024 -4.3329
H -2.2808 1.8302 -4.1732
C 0.5260 -4.0308 2.2639
C 2.4582 0.6114 0.3164
C -0.6195 1.0880 -3.3500
H -0.5258 2.3228 0.5127
C -0.4472 -4.7497 1.5545
*
```

Values from the calculation:
- frontier orbital gap (spin up / spin down) (eV) = 6.2 / 6.7
- energy (eV) = -75819.80004

Atomic partial charges in e from the Mulliken method, atoms 1 to 8:
1 H 0.399
2 O -0.594
3 H 0.676
4 H 0.180
5 H 0.425
6 N -0.044
7 C -0.597
8 H 0.405



This record from the OMol25 dataset describes a cluster of 2 separate species, C3H4BrNO in total at a distorted geometry. The level of theory is the ωB97M-V functional and the def2-TZVPD basis.

ORCA input file:
```
! wB97M-V def2-TZVPD RIJCOSX def2/J DEFGRID3
* xyz 0 1
Br 0.7895 2.0343 -1.0117
H 0.5698 -1.5963 -1.2626
H -1.4590 0.5697 2.8765
C -1.4497 -0.3383 1.0391
C -1.0273 0.5953 1.9191
N 0.3092 0.3162 -0.9918
H -0.2570 1.2958 1.5358
O -1.7621 -1.1380 0.2573
H 1.0876 -0.3869 -2.7127
C 0.7597 -0.6228 -1.7125
*
```

Values from the calculation:
- SMILES = C=C=O.C=NBr
- frontier orbital gap (eV) = 9.1
- energy (eV) = -76752.67316

Atomic partial charges in e from the Mulliken method, atoms 1 to 8:
1 Br -0.028
2 H 0.253
3 H 0.301
4 C 0.800
5 C -0.857
6 N -0.263
7 H 0.137
8 O -0.362



This record from the OMol25 dataset describes the molecule C7H11NO2S2 at a distorted geometry. The level of theory is the ωB97M-V functional and the def2-TZVPD basis.

ORCA input file:
```
! wB97M-V def2-TZVPD RIJCOSX def2/J DEFGRID3
* xyz 0 1
O -2.4658 -1.4941 2.1249
H -2.8599 -3.6027 2.7634
O -2.8309 -3.6857 1.7613
H 1.7875 1.8770 -2.2803
C 1.4148 2.3102 -1.4312
C -2.2230 -2.2603 -0.0827
C 2.2687 2.1978 -0.1114
C 0.0242 -0.6229 0.0937
S -1.6865 -0.6084 -0.5533
H -3.1306 -2.3986 -0.6068
C -2.4049 -2.4478 1.3763
N 0.6686 0.5241 -0.1238
S 0.6117 -1.9142 0.9592
C 2.0075 0.7169 0.2090
H -0.4974 1.1478 -1.7060
H 2.2771 0.3849 1.2349
H -0.3651 2.3604 -0.1767
H 1.2212 3.3665 -1.8457
H 2.6193 0.0200 -0.4349
H -1.5600 -3.0139 -0.5316
C 0.1637 1.6150 -0.9718
H 3.2780 2.5873 -0.2262
H 1.6817 2.9409 0.5596
*
```

Values from the calculation:
- SMILES = O=C(O)CSC(=S)N1CCCC1
- frontier orbital gap (eV) = 8.9
- energy (eV) = -34692.51853

Atomic partial charges in e from the Mulliken method, atoms 1 to 8:
1 O -0.531
2 H 0.361
3 O -0.490
4 H 0.409
5 C -0.867
6 C -0.829
7 C -0.552
8 C 0.309



This record from the OMol25 dataset describes a cluster of 12 separate species, C36H103N7O15 in total at a distorted geometry. The level of theory is the ωB97M-V functional and the def2-TZVPD basis.

ORCA input file:
```
! wB97M-V def2-TZVPD RIJCOSX def2/J DEFGRID3
* xyz 0 1
H 2.9843 2.8811 -0.9888
O 1.8766 4.3919 -1.9103
C 3.2519 -5.1460 -0.4210
O 1.5889 3.3231 1.7095
H 3.7340 -6.3514 -3.5223
H 1.6304 -4.7685 1.6180
H 4.5406 -6.8564 -2.0343
O 0.0999 0.7278 -1.9243
H -1.0073 6.7948 -2.5192
C -4.1998 0.8974 0.6366
C 2.5846 3.1963 -1.9626
H 0.6156 6.8773 -4.8087
C -0.9125 0.4000 -0.9579
H -5.3440 2.3449 -0.5977
C 0.0311 4.8727 0.6359
O -1.1713 4.1365 0.5311
O -2.5311 4.3172 -1.8881
H 3.0287 5.4872 -3.0829
C 0.4053 0.3473 -5.2131
N 2.4551 -1.3288 -2.0074
H -2.4361 -5.8218 -1.4642
H 5.6433 1.1413 -4.4381
H 0.4951 -4.2186 3.9872
H 1.6249 6.8644 -2.0431
H 0.9972 -0.9524 -6.6536
H -2.0726 3.3391 -3.6831
C -1.0093 0.7282 4.3822
H -4.6096 -5.0209 -2.4335
H 2.0494 7.3293 -4.3758
C 3.2270 -5.1313 -1.9136
C -2.9093 -4.8417 -1.3781
H 4.9977 -0.1628 -0.0240
H 0.0387 4.2957 2.6603
C 0.7925 4.4510 1.8608
C 1.9804 5.1318 -3.0339
H -4.7004 0.6243 2.6465
H -6.5242 2.0646 3.7525
H 4.6073 -1.7950 -0.4895
H 1.0808 -3.0103 4.9880
H 3.1164 -4.0001 2.1188
H -3.3070 1.5038 0.8471
H -1.8908 0.2580 -1.4060
O 1.6010 0.6583 6.8300
H -4.4230 -5.7537 -0.2204
C 0.3207 -3.1571 4.2170
H 2.1668 -5.0199 -2.1733
H -1.3512 3.9992 -0.4254
H 1.0923 2.5557 1.3837
H -2.9393 -5.3995 0.7174
H 6.9729 0.4555 -3.5922
H -2.0883 0.8182 4.5561
C -1.0968 -2.8056 4.5372
N 3.9986 -4.0837 -2.5791
O 2.6540 -3.9448 0.0254
O -4.1433 -3.8163 0.4091
C 2.3104 -3.9197 1.3788
N -1.8839 -3.0186 3.3200
H 3.4453 -0.8796 0.4482
H -2.1417 2.3000 -2.2433
H -2.0048 0.9943 -5.5443
C 4.1743 -0.7958 -0.3527
C -1.2917 -1.4455 5.0658
H -4.0899 1.5397 -1.5105
H -0.4860 1.0976 5.2746
C -2.5876 3.1478 -2.7509
H -6.8117 3.5781 2.9345
H 1.1242 -0.2141 1.4754
H 1.4969 0.3876 -5.0729
H 0.8684 1.0837 -1.4575
C 2.7327 1.0563 6.1310
H 3.2951 -0.9817 6.1211
H -1.1152 -4.0272 -0.4466
H -0.1075 5.9627 0.6044
H 0.0211 2.2960 -4.5530
C -6.6664 2.5082 2.7520
H -0.3908 5.5981 -1.4200
H -4.4698 -4.4181 2.4039
H -0.7148 1.3015 3.5114
H 0.8054 2.5779 7.0304
H 2.0730 0.0124 3.6596
H -2.0192 -1.2134 -4.8021
C -4.9735 -3.9559 1.5432
H 1.8121 4.5162 -3.9320
C 4.5551 0.0922 4.7722
H -1.3279 -2.7814 2.5005
H 0.6770 4.6591 -0.2380
H 4.5282 0.7031 3.8746
H 1.3986 5.2884 2.2082
H -5.1732 -2.9326 1.8805
C 1.0780 6.3557 -2.8491
H -0.7263 5.1788 -3.1140
H -1.4611 -3.4944 5.3126
H 3.5567 -3.1902 -2.2954
C -3.6379 -4.9908 -0.0308
H -2.2820 -1.2699 -3.0828
H -3.9734 0.3185 -4.8232
H -1.2020 -3.8226 -2.1836
H -2.2333 -2.8192 -1.0969
H 2.4537 1.8351 5.4170
H 0.3994 2.2620 -6.2579
H 2.8321 -7.2173 -2.3190
O 0.5895 0.3301 0.8894
H -2.6735 -2.3780 3.2620
C 1.1131 1.7187 7.6447
H 3.4201 3.2618 -2.6707
H 1.4060 -0.8128 4.9207
C 3.6099 -6.4549 -2.4454
H 4.2874 -5.1128 -0.0241
H -5.6218 0.6875 -1.0025
O 5.3115 0.8289 -2.4065
O -3.4764 0.1147 -4.0289
H -4.2334 -3.5140 -2.1161
H -3.6597 3.0326 -2.9206
H 6.6617 2.1102 -3.2381
H 1.6385 -0.7329 -2.2770
H 3.9668 0.0278 -3.6201
C -0.4558 -0.3893 0.2178
H 0.2564 1.3745 8.2331
H -1.3381 -0.4864 0.8782
C -2.8124 -1.1548 -4.0248
H -4.1750 -1.3261 0.8996
O -0.6303 -0.5647 4.2107
C -4.8194 1.3761 -0.7223
H -2.3908 -1.2688 4.9548
H 1.6648 -3.0545 1.4916
H 0.0028 -0.0894 -4.2896
N -3.6810 -0.5391 0.5223
H -1.1409 1.4111 -0.5128
O -5.5815 2.3529 1.8825
H -1.1552 -1.3305 6.1561
H -0.1226 -1.4084 -0.0562
H -7.6067 2.1172 2.3322
O 0.1587 -0.6327 -6.3289
H 1.9197 2.3443 -2.2247
C -0.3156 5.9431 -2.4450
N 2.2654 -0.6087 4.4275
H 0.6611 -2.6027 3.3430
H -6.0686 0.3368 1.5651
N 1.0887 7.2886 -3.9824
C -0.1592 1.7231 -5.4894
C -5.2045 1.0046 1.7302
H 1.8580 2.0113 8.4095
H -3.5343 -0.7219 -0.4557
O -1.5001 1.7593 -5.8534
H -5.9426 -4.4234 1.3340
C 4.5284 -0.2557 -2.7043
H 3.0707 0.6040 -1.4018
H -3.2602 4.3088 -1.2636
H 2.0963 -1.7436 -1.1359
H 2.7576 -6.0290 0.0104
C 6.1274 1.1883 -3.4463
H 5.1465 -0.8159 4.6351
H 4.9701 -4.1112 -2.2792
N -3.7941 -4.3810 -2.4437
H 5.2082 0.6359 5.4897
C 3.2311 -0.1449 5.4244
H 3.4506 1.4691 6.8560
H 5.1405 -1.1391 -2.8993
C -1.8006 -3.8066 -1.2710
C 3.4991 -0.3814 -1.6370
H -3.4346 -2.0363 -4.2313
*
```

Values from the calculation:
- SMILES = COC[C@H](C)N.COC[C@H](C)N.COC[C@H](C)N.COC[C@H](C)N.COC[C@H](C)N.COC[C@H](C)N.COC[C@H](C)N.OCCO.OCCO.OCCO.CO.CO
- frontier orbital gap (eV) = 9.5
- energy (eV) = -80137.75196

Atomic partial charges in e from the Mulliken method, atoms 1 to 8:
1 H 0.332
2 O -0.317
3 C -0.998
4 O -0.502
5 H 0.441
6 H 0.449
7 H 0.325
8 O 0.772



This record from the OMol25 dataset describes a structure of composition C3H12N6O3Sn at a distorted geometry. The level of theory is the ωB97M-V functional and the def2-TZVPD basis.

ORCA input file:
```
! wB97M-V def2-TZVPD RIJCOSX def2/J DEFGRID3
* xyz 2 1
N 3.0823 2.7310 -1.4549
H -3.1357 -4.0582 2.2025
H -1.6159 1.3145 -2.4449
N -3.2591 -3.0832 1.9934
H 3.5307 3.6367 -1.4465
O -0.9463 -0.5945 -0.9451
C -2.6321 -2.0441 2.5763
H 1.1023 -1.5627 -1.9806
H 4.1286 3.0981 0.6216
C 2.5094 2.3227 -0.3117
H -1.8675 -3.4202 3.7955
N 0.6659 -0.8935 -2.5953
O -2.6382 -0.9184 2.0296
H 2.4016 2.6202 -2.1990
H -0.5520 0.9397 -3.7069
Sn -0.8835 1.2329 1.3015
H -1.4592 -1.7114 4.1566
N -0.8956 0.7058 -2.7908
N -2.0097 -2.4313 3.7201
O 1.4642 1.6250 -0.3436
H -3.7050 -2.9443 1.0994
H 0.7672 -0.8479 -3.5942
N 3.3012 2.5509 0.7738
C -0.4474 -0.3385 -2.0875
H 3.0939 2.0709 1.6306
*
```

Values from the calculation:
- frontier orbital gap (eV) = 6.3
- energy (eV) = -24206.14536

Atomic partial charges in e from the Mulliken method, atoms 1 to 8:
1 N -0.476
2 H 0.204
3 H 0.190
4 N -0.394
5 H 0.287
6 O -0.674
7 C 0.678
8 H 0.238



This record from the OMol25 dataset describes a structure of composition C9H13F8GaIO3 at a distorted geometry. The level of theory is the ωB97M-V functional and the def2-TZVPD basis.

ORCA input file:
```
! wB97M-V def2-TZVPD RIJCOSX def2/J DEFGRID3
* xyz -1 1
C 3.5723 -0.6512 -0.3598
H 1.5631 0.9582 -0.6101
H 1.2033 1.6749 -2.1848
C -0.5553 0.5441 1.3875
H 3.2822 -1.8089 -2.1069
F -2.7208 2.5378 -0.1815
C 3.1580 0.9498 -1.9879
H -4.6527 2.3824 -0.6335
O 4.0727 0.4969 -1.1476
F -5.4970 1.1842 1.4869
F -4.2871 3.5873 0.9236
H 1.7942 -4.4179 -1.2212
H 4.1562 -4.2466 -0.1906
H -2.9930 -1.7000 0.5653
I 1.4925 -3.3116 2.0260
H 2.9133 -0.2238 0.3799
C -1.4002 -0.3234 0.4572
C -2.7973 -0.7087 0.9669
O 3.2986 0.8680 -3.1159
C -3.9962 2.4542 0.2363
F -0.7233 -1.4721 0.2865
F -3.4872 1.3732 2.2907
C -4.1859 1.2447 1.1483
H -2.8188 -0.8207 2.0496
C 1.9274 1.5710 -1.4143
F -1.1589 1.7393 1.6203
H 2.1855 2.5144 -0.9682
F 0.6390 0.7955 0.7987
H 4.4404 -1.0449 0.1294
C 2.8153 -1.6614 -1.1521
O -3.8823 0.0815 0.4986
F -1.5134 0.2662 -0.7597
Ga 2.7386 -3.5091 -0.2813
H 1.7926 -1.3579 -1.2743
H -0.3759 0.0346 2.3380
*
```

Values from the calculation:
- frontier orbital gap (eV) = 7.5
- energy (eV) = -97904.65133

Atomic partial charges in e from the Mulliken method, atoms 1 to 8:
1 C -0.644
2 H -0.308
3 H 0.323
4 C 0.071
5 H 0.476
6 F -0.185
7 C 0.587
8 H 0.238



This record from the OMol25 dataset describes the molecule C2HF3 at a distorted geometry. The level of theory is the ωB97M-V functional and the def2-TZVPD basis.

ORCA input file:
```
! wB97M-V def2-TZVPD RIJCOSX def2/J DEFGRID3
* xyz 0 1
F -0.9809 0.1022 -0.9392
F 1.4897 -0.9794 -0.5983
H 1.4232 -0.2167 1.3896
C -0.3751 0.1532 0.2683
F -0.8570 1.1574 0.8578
C 0.6602 -0.5375 0.5196
*
```

Values from the calculation:
- SMILES = FC=C(F)F
- frontier orbital gap (eV) = 11.3
- energy (eV) = -10240.04992

Now the Mulliken charges, all in e:
1 F -0.200
2 F -0.236
3 H 0.241
4 C 0.495
5 F -0.195
6 C -0.106



Let's list energy above the lowest of the compared OMol25 structures with the same formula, charge and spin in order: 1.6; 110.1; 25.9; 65.6; 21.8; 35.3; 57.8; 0.0; 28.8 kcal/mol.